The following is a quantum chemistry calculation of 13 unconnected molecules or ions with the total composition C30H86O17 in a non-equilibrium geometry, from OMol25.

* M: 719.001 g/mol
* frontier orbital gap: 10.19 eV

Last column: Mulliken charge in e.
CARTESIAN COORDINATES (ANGSTROEM)
C (20.083, 14.932, 11.880)  -0.440
C (19.115, 15.830, 11.050)  -0.546
O (17.814, 15.987, 11.636)  -0.545
O (19.804, 13.590, 11.753)  -0.421
H (20.055, 15.265, 12.933)  0.192
H (21.099, 15.065, 11.465)  0.408
H (18.986, 15.527, 10.031)  0.296
H (19.534, 16.849, 11.012)  0.336
H (17.743, 15.259, 12.220)  0.436
H (18.991, 13.301, 12.233)  0.380
C (10.148, 13.105, 11.182)  0.229
C (9.682, 11.717, 10.816)  -0.477
O (9.524, 11.070, 12.017)  -0.585
O (9.186, 13.551, 12.172)  -0.691
H (10.280, 13.757, 10.345)  0.391
H (11.108, 12.962, 11.616)  -0.351
H (10.400, 11.149, 10.206)  0.389
H (8.722, 11.928, 10.236)  0.271
H (9.214, 11.767, 12.583)  0.349
H (9.628, 14.109, 12.873)  0.349
C (11.237, 13.195, 15.182)  -0.326
C (12.524, 12.531, 15.608)  0.982
O (12.460, 11.224, 16.225)  -0.630
O (11.456, 14.376, 14.351)  -0.607
H (10.732, 13.632, 15.994)  0.340
H (10.536, 12.570, 14.637)  0.115
H (13.062, 13.119, 16.332)  0.248
H (13.191, 12.417, 14.757)  -0.863
H (11.909, 10.588, 15.716)  0.177
H (12.395, 14.453, 14.068)  0.446
C (16.795, 14.076, 15.645)  -0.905
C (17.656, 13.342, 14.667)  -0.140
O (17.453, 13.694, 13.328)  -0.110
O (15.473, 13.756, 15.351)  -0.485
H (16.916, 15.169, 15.552)  0.371
H (17.005, 13.777, 16.657)  0.457
H (17.594, 12.299, 14.790)  0.137
H (18.682, 13.686, 14.888)  0.352
H (16.626, 13.295, 13.070)  0.521
H (15.323, 12.820, 15.654)  0.035
C (12.439, 7.820, 14.836)  -1.124
C (11.523, 8.231, 13.702)  0.166
O (11.221, 9.600, 13.834)  -0.301
H (13.411, 8.295, 14.638)  0.086
H (12.618, 6.741, 14.947)  0.406
H (12.110, 8.126, 15.800)  0.344
H (10.625, 7.608, 13.707)  0.370
H (11.993, 8.034, 12.741)  0.005
H (10.704, 9.931, 13.113)  0.298
C (15.913, 5.551, 12.477)  -0.661
C (17.397, 5.239, 12.292)  -0.478
O (18.089, 6.432, 11.843)  -0.275
H (15.369, 4.645, 12.273)  0.400
H (15.494, 6.234, 11.725)  -0.088
H (15.739, 5.974, 13.467)  0.318
H (17.558, 4.418, 11.557)  0.491
H (17.842, 4.963, 13.246)  0.292
H (18.711, 6.240, 11.136)  0.145
C (14.635, 12.291, 18.554)  -1.255
C (15.709, 11.508, 17.762)  -0.276
O (15.313, 11.264, 16.396)  -0.288
H (14.253, 13.186, 18.106)  0.240
H (14.962, 12.541, 19.552)  0.439
H (13.770, 11.703, 18.483)  0.413
H (15.903, 10.603, 18.319)  0.401
H (16.728, 11.929, 17.735)  0.292
H (14.384, 10.982, 16.409)  0.073
C (13.783, 15.831, 11.244)  -1.471
C (14.616, 15.638, 12.459)  0.298
O (13.998, 14.619, 13.294)  -0.187
H (13.573, 14.918, 10.699)  0.253
H (14.311, 16.445, 10.483)  0.385
H (12.855, 16.289, 11.505)  0.351
H (14.677, 16.567, 13.037)  0.418
H (15.574, 15.309, 12.145)  -0.094
H (14.560, 14.538, 14.026)  0.305
C (20.605, 8.840, 10.124)  -1.140
C (20.387, 10.165, 10.903)  0.549
O (20.598, 11.243, 10.037)  -0.590
H (19.851, 8.728, 9.368)  0.243
H (20.563, 7.901, 10.693)  0.186
H (21.524, 8.882, 9.552)  0.403
H (21.061, 10.190, 11.768)  0.293
H (19.376, 10.062, 11.291)  -0.266
H (20.669, 12.064, 10.576)  0.320
C (16.309, 8.245, 8.672)  -1.056
C (15.030, 8.976, 8.275)  0.914
C (15.239, 10.381, 7.662)  -1.434
O (14.362, 8.199, 7.302)  -0.563
H (16.098, 7.204, 8.915)  0.268
H (16.910, 8.736, 9.436)  0.198
H (16.955, 8.246, 7.765)  0.431
H (14.387, 9.028, 9.150)  -0.047
H (15.515, 11.157, 8.353)  0.308
H (14.307, 10.698, 7.107)  0.322
H (16.017, 10.337, 6.893)  0.385
H (14.946, 7.770, 6.659)  0.359
C (19.575, 9.294, 15.434)  -1.098
C (19.659, 8.158, 14.432)  1.473
C (20.955, 7.319, 14.475)  -1.482
O (18.478, 7.349, 14.420)  -0.618
H (20.405, 9.961, 15.107)  0.323
H (19.707, 8.954, 16.449)  0.421
H (18.650, 9.854, 15.259)  -0.022
H (19.634, 8.661, 13.492)  -0.399
H (20.911, 6.588, 15.350)  0.302
H (21.822, 8.002, 14.524)  0.374
H (21.030, 6.711, 13.578)  0.316
H (18.315, 7.027, 13.506)  0.266
C (13.605, 10.745, 11.765)  -0.325
C (14.781, 10.981, 12.724)  2.872
C (15.882, 9.887, 12.557)  -1.307
O (15.385, 12.265, 12.397)  -0.897
H (14.009, 10.711, 10.767)  0.034
H (12.922, 11.528, 11.799)  -0.324
H (13.007, 9.857, 11.958)  -0.065
H (14.442, 11.009, 13.715)  -1.231
H (16.469, 10.141, 11.687)  0.346
H (15.504, 8.898, 12.321)  0.219
H (16.566, 9.902, 13.462)  0.062
H (14.719, 12.927, 12.609)  -0.045
C (11.244, 5.987, 9.312)  -1.391
C (12.567, 5.355, 9.686)  0.646
C (12.915, 4.084, 8.919)  -1.466
O (13.587, 6.361, 9.768)  -0.303
H (11.245, 6.059, 8.180)  0.280
H (11.078, 6.977, 9.726)  0.271
H (10.392, 5.384, 9.580)  0.439
H (12.362, 5.057, 10.757)  0.225
H (13.960, 3.884, 9.121)  0.324
H (12.846, 4.333, 7.847)  0.344
H (12.241, 3.240, 9.117)  0.393
H (13.960, 6.586, 8.885)  0.181

Cartesian forces, eV/Å:
C -0.465 1.552 -0.846
C 0.345 1.177 1.122
O 0.787 0.765 -0.949
O -0.554 -2.098 0.168
H 0.114 0.017 -0.244
H -0.351 0.129 0.334
H 0.206 -0.695 -0.628
H 0.121 -0.269 0.041
H -0.619 -1.277 1.270
H 0.549 0.698 -0.310
C -0.010 -0.302 0.653
C -0.721 1.280 -1.848
O -0.122 -2.066 0.393
O 1.000 0.997 0.383
H -0.404 0.653 -0.536
H 0.971 0.279 0.780
H -0.277 0.403 -0.009
H 0.730 -1.026 0.607
H -0.599 0.560 0.961
H -0.265 -0.776 -1.178
C 0.156 1.172 -1.208
C 0.453 -1.226 -0.315
O -0.798 -0.035 -0.053
O 0.470 -0.729 0.069
H -0.786 -0.051 1.480
H 0.186 -0.601 0.017
H -0.024 0.498 0.203
H -0.030 0.265 -0.479
H 0.399 0.706 -0.120
H -0.495 -0.084 -0.097
C -0.197 0.394 -0.624
C 2.327 1.951 0.561
O 0.466 0.696 -0.014
O -1.495 -0.343 0.273
H 0.016 -0.384 -0.004
H 0.503 -0.003 0.541
H -0.175 -1.507 0.280
H -0.016 -0.538 -0.019
H -0.865 -0.793 -0.674
H 0.041 0.485 -0.215
C 1.198 -0.145 -0.826
C -0.376 -0.818 0.102
O 0.750 0.037 1.392
H -0.075 -0.152 0.315
H -0.185 0.196 -0.523
H -0.580 0.565 0.750
H -0.290 0.144 0.102
H 0.294 -0.032 -0.171
H -0.735 0.345 -0.982
C 0.303 0.269 -0.504
C -0.005 0.208 -0.854
O -0.195 -0.052 -0.070
H -0.431 -0.501 0.591
H 0.528 0.065 0.078
H -0.224 -0.222 -0.047
H -0.130 0.509 0.454
H 0.014 -0.288 0.041
H -0.033 -0.133 0.131
C 1.371 0.135 -0.986
C 0.175 0.686 0.219
O 0.305 0.047 0.700
H 0.598 0.939 -0.577
H -0.088 -0.296 0.393
H -1.297 -1.266 0.782
H -0.338 -0.781 -0.132
H -0.573 0.480 -0.193
H -0.246 -0.133 -0.068
C 0.327 0.473 -1.278
C -0.982 -0.136 0.370
O -1.109 0.651 -2.403
H -0.022 -0.525 0.226
H -0.259 -0.014 0.682
H -0.775 0.410 0.001
H 0.205 -0.123 -0.122
H 1.078 -0.224 0.067
H 1.502 -0.613 2.371
C 0.227 0.438 -0.071
C 0.362 -1.883 0.034
O 0.057 0.767 0.397
H -0.707 0.159 -0.444
H 0.188 0.516 0.370
H 0.460 -0.047 0.162
H 0.039 0.093 -0.064
H -0.429 0.632 0.170
H -0.360 -0.617 -0.461
C 0.644 0.467 -1.196
C 0.891 0.655 -0.308
C -0.789 -0.387 -0.853
O -1.021 -0.968 -0.270
H 0.018 0.088 0.326
H -0.262 -0.051 0.264
H -0.199 -0.136 0.398
H -0.376 -0.004 -0.060
H 0.097 0.225 0.517
H 0.827 -0.377 0.826
H 0.072 -0.092 0.086
H 0.189 0.464 0.429
C 0.636 0.114 -1.055
C -0.342 -0.674 -0.566
C -0.657 -0.251 1.275
O 0.010 -0.255 0.434
H -0.381 -0.198 0.729
H -0.097 0.147 0.413
H 0.044 -0.241 0.384
H 0.324 0.491 -1.094
H 0.273 1.121 -0.937
H -0.219 -0.498 0.154
H 0.024 -0.015 -0.172
H 0.465 0.520 0.526
C 1.268 -1.009 0.236
C 0.793 -0.899 -2.149
C 0.220 1.216 1.074
O -0.157 -0.901 0.151
H 0.093 -0.132 -0.530
H -1.204 1.734 0.166
H 0.382 -0.281 0.171
H -0.463 0.002 1.607
H 0.345 0.344 -0.305
H -0.315 -0.179 0.533
H -0.788 -0.338 -1.064
H -0.413 0.513 0.004
C 0.104 0.098 -2.537
C -1.087 0.024 2.568
C 0.050 1.246 -0.828
O 0.492 -0.522 -0.830
H -0.307 0.266 1.044
H 0.328 0.059 0.124
H -0.233 -0.466 0.146
H 0.872 0.208 -0.710
H 0.124 -0.576 0.164
H 0.010 -0.282 0.115
H 0.327 0.304 0.157
H -0.726 -0.215 0.549